Computed, not measured: a structure of composition C22H38NO2P3SSn in a non-equilibrium geometry, with ωB97M-V/def2-TZVPD.

XYZ file:
```
68
Properties=species:S:1:pos:R:3:lowdin_charge:R:1
P 2.63 -0.72 -0.30 0.85
C 3.49 -1.01 1.38 -0.23
H 4.57 -1.04 1.26 0.08
H 3.19 -1.96 1.81 0.05
H 3.26 -0.22 2.09 0.02
C 3.43 -2.28 -1.03 -0.18
H 3.45 -2.26 -2.12 0.05
H 2.88 -3.17 -0.71 0.06
H 4.47 -2.38 -0.70 0.08
C 3.90 0.61 -0.80 -0.18
H 4.91 0.20 -0.79 0.08
H 3.86 1.44 -0.10 0.05
H 3.71 1.00 -1.80 0.05
P -0.67 2.52 -0.77 0.88
C -0.77 3.71 0.71 -0.19
H -1.28 4.64 0.44 0.09
H 0.23 3.99 1.06 0.06
H -1.31 3.28 1.55 0.05
C 0.24 3.81 -1.81 -0.17
H 0.16 3.61 -2.88 0.05
H 1.29 3.83 -1.54 0.06
H -0.17 4.81 -1.65 0.08
C -2.48 2.86 -1.26 -0.17
H -2.64 3.92 -1.43 0.08
H -3.15 2.55 -0.46 0.05
H -2.78 2.32 -2.16 0.05
P -1.86 -1.95 -0.30 0.84
C -2.77 -2.32 1.33 -0.23
H -3.33 -3.26 1.26 0.09
H -3.48 -1.54 1.57 0.05
H -2.07 -2.42 2.17 0.01
C -3.49 -1.99 -1.28 -0.18
H -4.14 -2.77 -0.91 0.08
H -3.32 -2.18 -2.34 0.05
H -4.00 -1.03 -1.17 0.06
C -1.29 -3.76 -0.47 -0.18
H -2.14 -4.43 -0.48 0.08
H -0.65 -4.03 0.37 0.05
H -0.71 -3.93 -1.38 0.05
Sn 0.03 -0.04 -0.31 0.64
C 1.15 1.28 1.02 -0.31
O 1.74 1.95 1.74 0.23
C -1.60 0.54 1.02 -0.32
O -2.42 0.86 1.74 0.21
C -1.22 -0.35 -3.66 -0.12
C -0.56 -1.54 -3.63 -0.12
C 0.77 -1.60 -3.45 -0.11
C 1.46 -0.46 -3.68 -0.12
C 0.87 0.74 -3.71 -0.12
C -0.48 0.73 -3.88 -0.12
H -2.29 -0.31 -3.80 0.13
H -1.11 -2.45 -3.75 0.13
H 1.25 -2.57 -3.43 0.13
H 2.52 -0.51 -3.86 0.13
H 1.46 1.62 -3.89 0.13
H -0.97 1.63 -4.21 0.13
S 0.37 -1.37 1.84 0.74
C 0.08 -0.49 3.25 -0.62
N -1.18 -0.37 3.79 0.08
C -1.44 0.30 4.95 0.04
C -0.40 0.90 5.66 0.04
C 0.89 0.77 5.18 0.05
C 1.14 0.08 3.99 -0.04
H -2.01 -0.79 3.35 0.14
H -2.45 0.37 5.32 0.16
H -0.60 1.43 6.58 0.15
H 1.72 1.21 5.73 0.15
H 2.15 -0.01 3.71 0.09
```

Net charge = +4
E_LUMO = -15.070 eV
Calculated total energy = -2701.19303 Eh